# 1
17
Properties=species:S:1:pos:R:3:forces:R:3 method="wB97M-V/def2-TZVPD" orbital_gap_ha=0.37996 e_homo_ev=-9.4 multiplicity=1 smiles="COC(C)(C)C=O" relative_energy_ev=1.9926
C -0.602085 1.328420 1.410936 -0.1 0.1 0.0
O -0.740800 -0.054378 1.061159 -0.4 -0.2 -0.2
C -0.016984 -0.471273 -0.138760 0.0 0.0 -0.1
C -0.179288 0.514268 -1.283732 0.0 0.1 0.0
C -0.400560 -1.891476 -0.608735 0.0 0.1 0.2
C 1.322127 -0.512412 0.561860 0.5 0.2 -0.2
O 2.166581 0.350126 0.524795 -0.2 -0.4 -0.1
H 0.367451 1.759416 1.129795 -0.2 -0.2 0.0
H -0.684775 1.441774 2.497674 -0.1 -0.4 -0.2
H -1.406651 1.902706 0.944560 0.1 0.0 0.0
H 0.290854 1.472740 -1.062252 0.0 -0.1 -0.1
H -1.252162 0.660860 -1.461771 0.2 0.0 0.0
H 0.258045 0.124154 -2.208326 0.0 0.0 0.2
H -1.102128 -1.897972 -1.451944 0.0 0.2 0.3
H 0.504489 -2.392616 -0.981839 -0.1 0.1 0.1
H -0.812285 -2.514447 0.189299 0.1 0.2 0.0
H 1.370494 -1.364791 1.272583 0.2 0.1 -0.1


# 2
17
Properties=species:S:1:pos:R:3:forces:R:3 method="wB97M-V/def2-TZVPD" orbital_gap_ha=0.33108 e_homo_ev=-7.9 multiplicity=1 relative_energy_ev=3.5634
C -0.214956 -0.005536 -2.560746 -0.3 0.5 -1.1
C -1.470977 0.392888 -1.762431 0.1 1.6 -1.3
O -1.115758 0.690376 -0.406141 -0.2 -1.3 -0.2
C -0.557106 -0.471513 0.095923 0.9 0.1 2.2
C 0.243217 -0.482598 1.201671 -1.2 -1.0 -0.8
O 0.324897 0.482362 2.126720 -0.1 1.8 -1.4
C 1.460018 0.429589 2.928269 1.6 0.4 0.5
H 0.312521 -0.894692 -2.245405 -0.2 -0.2 0.5
H 0.511227 0.821301 -2.497815 -0.3 -0.2 -0.2
H -0.475283 -0.220363 -3.627170 0.1 0.5 0.7
H -2.220366 -0.402414 -1.785936 -0.1 0.1 0.0
H -1.924870 1.361645 -2.244705 0.8 -1.8 1.1
H -0.914766 -1.452315 -0.270718 0.6 0.8 -0.3
H 0.798817 -1.355794 1.544335 -0.5 -0.5 -0.5
H 2.452228 0.102143 2.424151 -1.5 1.3 0.2
H 1.493379 1.410936 3.512326 0.4 -1.5 -0.9
H 1.297777 -0.406014 3.567672 0.0 -0.6 1.3


# 3
17
Properties=species:S:1:pos:R:3:forces:R:3 method="wB97M-V/def2-TZVPD" orbital_gap_ha=0.38902 e_homo_ev=-9.6 multiplicity=1 smiles=CO[C@H]1CO[C@H]1C relative_energy_ev=2.6296
C -0.615276 -1.749879 -0.548794 -0.3 -0.2 0.1
O 0.679943 -1.204017 -0.590221 0.2 -0.1 -0.1
C 0.793275 0.184202 -0.741968 0.2 0.2 -0.1
C -0.382320 0.996056 -1.310162 -0.1 -0.1 -0.3
O -0.672479 1.558580 -0.025013 -0.1 0.1 0.1
C 0.567469 1.054579 0.514977 0.2 0.0 0.3
C 0.429593 0.418087 1.876709 0.0 0.0 0.0
H -1.263959 -1.216518 0.150746 -0.1 0.0 0.0
H -1.096273 -1.743784 -1.533989 0.1 0.0 0.1
H -0.506517 -2.786041 -0.219543 0.0 0.2 0.0
H 1.753565 0.337012 -1.236969 -0.1 0.1 0.0
H -1.237917 0.448806 -1.718810 0.2 0.1 0.0
H -0.064511 1.758645 -2.033915 -0.1 -0.1 0.1
H 1.307479 1.866558 0.567284 -0.1 0.0 0.0
H 1.412294 0.110140 2.246134 -0.1 0.0 -0.1
H 0.012843 1.147153 2.580892 0.1 -0.1 -0.1
H -0.213965 -0.463885 1.860522 0.0 0.1 0.0


# 4
17
Properties=species:S:1:pos:R:3:forces:R:3 method="wB97M-V/def2-TZVPD" orbital_gap_ha="0.26931 / 0.29631" e_homo_ev="-6.9 / -7.2" multiplicity=1 relative_energy_ev=4.3024
C 2.165649 0.550619 -0.706373 0.1 -0.1 0.0
C 0.955865 -0.108689 -0.118966 0.3 0.0 0.3
C 0.860361 -0.481458 1.306312 0.1 0.3 0.3
O 0.222117 -1.736980 1.582489 0.3 -0.3 -0.2
C -1.375119 -0.052505 -0.211011 -1.0 -0.3 0.6
C -2.583039 0.578545 -0.805213 0.0 0.0 0.0
O -0.203655 0.265347 -0.669768 0.6 0.5 -0.8
H 2.150894 0.525493 -1.801628 -0.1 0.0 0.2
H 3.061079 0.009577 -0.379689 -0.1 0.1 -0.1
H 2.291087 1.605567 -0.406028 -0.1 -0.2 0.0
H 0.562847 -2.352773 0.919878 -0.1 0.0 0.2
H 0.199622 0.259683 1.805984 0.2 -0.1 -0.1
H 1.851094 -0.450730 1.781711 -0.2 0.0 -0.1
H -1.415558 -0.847576 0.524336 -0.1 0.2 -0.1
H -2.413035 1.635202 -1.041061 0.0 -0.2 0.0
H -2.943082 0.079041 -1.717991 0.1 0.1 0.1
H -3.387124 0.521642 -0.062987 0.1 0.0 -0.2


# 5
17
Properties=species:S:1:pos:R:3:forces:R:3 method="wB97M-V/def2-TZVPD" orbital_gap_ha=0.36707 e_homo_ev=-9.1 multiplicity=1 smiles=COC[C@H]1C[C@H]1O relative_energy_ev=2.6388
C 2.327369 -0.439033 0.766344 0.2 -0.1 0.1
O 0.949535 -0.230448 0.571278 -0.1 -0.1 0.0
C 0.593248 -0.089347 -0.791594 -0.1 -0.1 -0.2
C -0.905645 0.065502 -0.936006 0.1 -0.1 0.0
C -1.923772 -0.546198 -0.002323 -0.2 -0.2 0.2
C -1.691594 0.935396 0.017565 -0.2 0.0 -0.3
O -1.046368 1.529333 1.097728 0.2 0.0 0.1
H 2.644490 -1.387674 0.311135 0.0 0.1 0.0
H 2.493564 -0.483926 1.844009 0.0 0.0 -0.1
H 2.936712 0.374603 0.343696 -0.2 -0.1 0.0
H 1.119982 0.783243 -1.218124 -0.2 -0.1 0.1
H 0.925039 -0.973006 -1.359315 0.0 0.0 0.1
H -1.230266 -0.074549 -1.957626 0.1 0.6 -0.2
H -2.831997 -0.880464 -0.499879 0.2 -0.1 0.2
H -1.603028 -1.152251 0.836806 0.0 0.2 0.0
H -2.471450 1.602961 -0.339188 0.1 -0.2 -0.1
H -0.285818 0.965857 1.315487 0.0 0.2 0.0


# 6
17
Properties=species:S:1:pos:R:3:forces:R:3 method="wB97M-V/def2-TZVPD" orbital_gap_ha=0.34239 e_homo_ev=-8.4 multiplicity=1 relative_energy_ev=3.0343
C 0.389769 -0.145062 -1.979495 -0.1 -0.1 0.0
C 0.789986 -0.420131 -0.559122 -0.4 -0.5 0.2
O 1.996143 1.766769 -0.335301 0.3 0.8 0.4
C -0.011484 -0.176398 0.469099 0.0 -0.7 -0.7
C -1.486091 0.071759 0.608085 -0.2 0.0 0.0
C -1.258105 -0.716828 1.911607 -0.4 -0.1 0.3
O 0.177151 -0.579137 1.787476 0.0 0.0 0.0
H 1.247598 -0.014007 -2.645343 -0.1 0.0 0.2
H -0.185945 -1.008790 -2.331409 0.0 0.1 -0.2
H -0.238013 0.748435 -2.069730 0.1 -0.2 0.1
H 1.741430 -0.906483 -0.359759 -0.1 0.1 0.0
H 2.714172 1.282066 0.087529 0.0 0.2 0.0
H 1.212213 1.456549 0.153071 0.6 0.3 -0.4
H -1.832872 1.096897 0.774125 0.3 -0.1 -0.1
H -2.077214 -0.400522 -0.179205 -0.1 0.1 0.2
H -1.551007 -1.769343 1.825793 0.1 0.1 0.1
H -1.627731 -0.285775 2.842581 0.0 0.0 -0.1


# 7
17
Properties=species:S:1:pos:R:3:forces:R:3 method="wB97M-V/def2-TZVPD" orbital_gap_ha=0.34129 e_homo_ev=-8.9 multiplicity=1 relative_energy_ev=4.2938
C 2.621157 -0.775423 -0.317966 0.0 0.0 0.0
C 1.262633 -0.572032 0.314656 0.2 0.0 0.2
O 0.318018 -0.205606 -0.727466 -0.5 -0.2 -0.1
C -0.775067 -0.888978 -0.786148 0.3 0.3 -0.1
C -1.729480 1.384534 1.488219 0.0 0.0 0.0
C -1.664582 -0.361621 -1.853622 -0.4 0.3 0.1
O -2.455289 0.543668 -1.678465 0.4 -0.5 -0.1
H 2.948656 0.132018 -0.833850 0.0 -0.1 0.1
H 3.355837 -1.016784 0.456270 -0.1 0.0 -0.1
H 2.594074 -1.598970 -1.038004 0.0 0.1 0.1
H 0.873513 -1.468776 0.803960 0.0 0.1 -0.1
H 1.258751 0.266028 1.017479 0.0 -0.1 -0.1
H -1.662737 0.298751 1.608196 0.0 0.2 0.0
H -2.738643 1.709659 1.748237 0.1 0.0 0.0
H -1.008562 1.878315 2.144482 -0.1 -0.1 -0.1
H -1.536824 1.638762 0.444775 0.0 0.0 0.2
H -1.661447 -0.963543 -2.790761 0.0 0.1 0.1


# 8
17
Properties=species:S:1:pos:R:3:forces:R:3 method="wB97M-V/def2-TZVPD" orbital_gap_ha=0.39192 e_homo_ev=-9.9 multiplicity=1 smiles="C[C@@H]1C=C[C@@H]1O.O" relative_energy_ev=2.5758
C 0.534118 -0.433409 -1.571013 0.0 0.0 0.0
C 0.571496 -0.976401 -0.148455 0.1 -0.1 -0.1
C -0.743325 -1.154206 0.593566 0.0 0.0 0.1
C -0.471878 -0.247463 1.536124 -0.1 -0.1 0.0
C 0.900431 0.063887 0.973336 0.1 -0.2 0.1
O 1.096212 1.368718 0.460659 0.0 0.2 0.2
H 0.156150 -1.195735 -2.261473 0.1 0.1 0.1
H 1.540371 -0.149369 -1.896292 -0.1 0.0 0.0
H -0.107613 0.447898 -1.650684 0.1 -0.2 0.0
H 1.217131 -1.863735 -0.104409 -0.1 0.1 0.0
H -1.588397 -1.818049 0.422904 0.1 0.1 0.0
H -1.008364 0.129431 2.403252 0.1 -0.1 -0.1
H 1.742432 -0.234024 1.614368 -0.1 0.1 -0.1
H 1.419033 1.930054 1.176144 -0.1 0.0 -0.2
O -1.959450 1.674241 -0.692513 0.1 -0.1 0.1
H -1.110884 1.719423 -0.226952 -0.1 0.1 -0.1
H -2.187463 0.738739 -0.628564 0.0 0.2 0.0